Entry 1:
C45H28Br4CrN5O4 | wB97M-V/def2-TZVPD

Cartesian coordinates (Å):
Cr (-0.728, -0.206, 0.076)
C (2.708, -1.195, -2.260)
C (2.017, -1.507, -3.436)
C (0.795, -0.936, -3.663)
C (0.220, -0.069, -2.705)
N (0.839, 0.107, -1.501)
C (2.063, -0.414, -1.331)
N (-0.875, 0.638, -3.080)
C (-1.552, 1.350, -2.223)
N (-1.493, 1.250, -0.881)
C (-2.192, 2.305, -0.318)
N (-2.101, 2.766, 0.864)
C (-1.290, 2.208, 1.850)
C (-1.166, 3.044, 2.950)
C (-0.289, 2.987, 4.078)
C (0.671, 2.097, 4.387)
C (1.020, 0.887, 3.560)
N (-0.707, 0.987, 1.682)
C (-2.913, 3.000, -1.395)
C (-3.805, 4.051, -1.389)
C (-4.267, 4.524, -2.611)
C (-3.832, 3.954, -3.807)
C (-2.934, 2.896, -3.810)
C (-2.485, 2.418, -2.591)
H (3.686, -1.602, -2.049)
H (2.447, -2.194, -4.156)
H (0.218, -1.147, -4.552)
H (2.533, -0.195, -0.378)
H (-1.797, 3.920, 2.888)
H (-0.403, 3.815, 4.775)
H (1.266, 2.248, 5.285)
H (1.340, 0.093, 4.238)
H (-4.133, 4.485, -0.453)
H (-4.976, 5.343, -2.639)
H (-4.208, 4.345, -4.746)
H (-2.595, 2.441, -4.732)
Br (1.966, -6.526, -1.701)
C (1.572, -4.878, -0.848)
C (2.372, -4.428, 0.190)
Br (3.868, -5.433, 0.772)
C (2.059, -3.210, 0.818)
Br (3.116, -2.497, 2.224)
C (0.970, -2.450, 0.423)
O (0.613, -1.330, 0.982)
C (0.165, -2.878, -0.695)
O (-0.766, -2.084, -1.075)
C (0.476, -4.110, -1.276)
Br (-0.611, -4.663, -2.729)
C (-0.036, -3.143, 6.765)
C (-0.323, -3.700, 5.525)
C (-0.584, -2.882, 4.438)
C (-0.552, -1.489, 4.556)
C (-0.260, -0.944, 5.810)
C (-0.005, -1.763, 6.902)
C (-0.897, -0.669, 3.386)
C (-0.231, 0.371, 2.871)
C (2.243, 1.223, 2.718)
C (2.209, 1.640, 1.392)
C (3.379, 1.989, 0.730)
C (4.603, 1.946, 1.378)
C (4.649, 1.526, 2.701)
C (3.484, 1.165, 3.356)
H (0.159, -3.782, 7.619)
H (-0.342, -4.777, 5.408)
H (-0.797, -3.318, 3.468)
H (-0.265, 0.132, 5.931)
H (0.211, -1.318, 7.867)
H (-1.766, -1.014, 2.844)
H (1.268, 1.674, 0.863)
H (3.326, 2.290, -0.311)
H (5.515, 2.221, 0.861)
H (5.599, 1.464, 3.221)
H (3.535, 0.809, 4.380)
O (-4.208, 0.213, -0.424)
C (-3.762, -0.685, 0.284)
O (-2.542, -0.918, 0.617)
C (-4.728, -1.699, 0.869)
C (-6.086, -1.412, 0.924)
C (-6.971, -2.327, 1.474)
C (-6.505, -3.541, 1.961)
C (-5.150, -3.835, 1.896)
C (-4.263, -2.915, 1.356)
H (-6.424, -0.463, 0.528)
H (-8.028, -2.092, 1.524)
H (-7.197, -4.259, 2.388)
H (-4.778, -4.782, 2.271)
H (-3.203, -3.125, 1.296)

Properties
2S+1: 2
E_tot: -371355.651 eV
max |F|: 2.52 eV/Å
gap between HOMO and LUMO (spin up / spin down): 5.7 / 5.7 eV
E_HOMO (spin up / spin down): -1.708 / -1.757 eV
total charge: -2

Entry 2:
C10H15N2O | wB97M-V/def2-TZVPD

Cartesian coordinates (Å):
C (0.514, -1.611, 0.187)
C (1.756, 0.350, -0.320)
C (1.623, -1.019, -0.338)
C (-0.527, -0.830, 0.668)
C (-0.791, 0.217, -2.757)
C (-1.243, 1.120, -2.128)
C (-1.500, 1.398, 0.981)
C (0.700, 1.122, 0.016)
C (2.550, -1.928, -0.961)
C (-1.601, -1.607, 1.443)
N (-0.432, 0.535, 0.459)
N (0.687, 2.499, -0.060)
O (-1.227, 1.830, 2.274)
H (0.418, -2.655, 0.473)
H (2.737, 0.738, -0.638)
H (-0.497, -0.753, -3.192)
H (-1.682, 2.216, 0.338)
H (-1.614, 2.001, -1.841)
H (-2.518, 0.850, 0.770)
H (2.394, -2.894, -0.482)
H (3.605, -1.664, -0.739)
H (2.271, -1.825, -2.023)
H (-2.557, -1.141, 1.423)
H (-1.134, -1.949, 2.385)
H (-1.665, -2.626, 1.034)
H (0.223, 2.968, 0.695)
H (-1.801, 1.577, 2.955)
H (1.312, 3.081, -0.620)

Properties
E_tot: -15631.624 eV
max |F|: 3.58 eV/Å
energy above the lowest of the compared OMol25 structures with the same formula, charge and spin: 43.59 kcal/mol
gap between HOMO and LUMO: 9.4 eV
E_HOMO: -12.950 eV
total charge: +1

Entry 3:
C6H32NO10 | wB97M-V/def2-TZVPD

Cartesian coordinates (Å):
C (-0.605, -2.241, -0.812)
C (-2.125, -2.184, -0.641)
C (-2.545, -2.319, 0.820)
O (-2.464, -1.179, 1.652)
C (0.239, -0.958, -0.504)
N (-0.554, 0.317, -0.566)
C (0.141, 1.297, 0.287)
C (-0.050, 2.692, -0.325)
H (-0.250, -3.112, -0.261)
H (-0.380, -2.369, -1.879)
H (-2.579, -3.077, -1.079)
H (-2.535, -1.293, -1.104)
H (-2.032, -3.138, 1.342)
H (-3.603, -2.614, 0.888)
H (0.589, -1.060, 0.545)
H (1.106, -0.737, -1.116)
H (-1.454, 0.159, -0.139)
H (-0.252, 1.307, 1.309)
H (1.208, 1.127, 0.438)
H (-1.074, 3.003, -0.514)
H (0.419, 2.777, -1.322)
H (0.472, 3.422, 0.311)
H (-3.177, 0.865, 1.496)
H (-4.452, 1.173, 0.916)
O (-3.845, 1.570, 1.559)
H (0.769, 2.701, -3.261)
H (1.869, 2.536, -2.216)
O (1.529, 3.150, -2.886)
H (0.768, -0.648, -3.589)
H (2.191, -1.166, -3.824)
O (1.302, -1.470, -3.611)
H (-1.011, -0.168, -2.567)
H (-0.757, 1.163, -3.075)
O (-0.872, 0.270, -3.430)
H (2.532, -0.793, 3.191)
H (0.947, -0.885, 2.797)
O (1.955, -1.265, 2.578)
H (2.956, -1.046, 1.215)
H (2.814, -1.632, -0.165)
O (3.308, -0.942, 0.290)
H (0.228, 1.638, 3.513)
H (1.616, 1.135, 2.975)
O (1.154, 1.856, 3.400)
H (-1.613, -1.020, 2.138)
H (-0.425, -0.432, 4.041)
O (-0.316, -0.523, 3.091)
H (2.701, 0.656, -0.317)
H (3.456, 1.840, -1.067)
O (2.700, 1.617, -0.520)

Properties
E_tot: -28707.729 eV
max |F|: 2.88 eV/Å
energy above the lowest of the compared OMol25 structures with the same formula, charge and spin: 37.42 kcal/mol
gap between HOMO and LUMO: 8.7 eV
E_HOMO: -5.950 eV
total charge: -1

Entry 4:
C6H14O3 | wB97M-V/def2-TZVPD

Cartesian coordinates (Å):
C (2.149, 0.727, 1.172)
C (0.654, 0.799, 1.357)
C (0.066, 1.922, 1.766)
C (-0.802, -2.409, -0.298)
O (-0.675, -2.740, -1.664)
C (0.070, -1.241, 0.069)
C (-0.155, -0.416, 1.086)
H (2.568, 1.681, 0.836)
H (2.444, -0.040, 0.475)
H (2.614, 0.484, 2.119)
H (0.642, 2.816, 1.951)
H (-1.006, 1.980, 1.958)
H (-1.845, -2.194, -0.051)
H (-0.510, -3.301, 0.264)
H (-0.853, -1.924, -2.168)
H (0.911, -1.086, -0.606)
H (-1.028, -0.570, 1.725)
H (-0.038, 1.396, -0.172)
H (-1.418, 2.002, -0.399)
O (-0.601, 1.777, -0.858)
H (-1.033, 0.498, -2.142)
H (-0.911, 0.062, -3.640)
O (-1.244, -0.225, -2.780)

Properties
SMILES: C=C(C)/C=C/CO.O.O
E_tot: -12590.139 eV
max |F|: 1.54 eV/Å
energy above the lowest of the compared OMol25 structures with the same formula, charge and spin: 45.17 kcal/mol
gap between HOMO and LUMO: 9.8 eV
E_HOMO: -9.054 eV
total charge: 0

Entry 5:
C23H51F3N9O6P2S | wB97M-V/def2-TZVPD

Cartesian coordinates (Å):
C (-0.799, 4.288, -0.648)
C (0.529, 4.046, -1.537)
O (1.537, 4.769, -1.315)
N (0.448, 3.008, -2.566)
C (1.576, 2.038, -2.460)
C (1.184, 0.601, -1.882)
C (0.758, 0.558, -0.346)
C (1.606, 1.474, 0.661)
C (2.833, 0.712, 1.323)
C (3.782, -0.051, 0.322)
C (5.007, -0.818, 0.946)
O (5.930, -1.537, 0.166)
C (5.096, -0.688, 2.529)
N (4.213, 0.050, 3.324)
N (3.208, 0.664, 2.703)
S (2.165, 1.580, 3.815)
O (0.806, 0.956, 3.801)
O (2.693, 1.508, 5.229)
C (2.134, 3.422, 3.363)
F (0.770, 3.749, 3.113)
F (2.597, 4.151, 4.490)
F (2.975, 3.731, 2.274)
H (-1.427, 3.333, -0.742)
H (-0.556, 4.542, 0.440)
H (-1.389, 5.114, -1.185)
H (-0.468, 2.542, -2.585)
H (2.479, 2.498, -1.905)
H (1.960, 1.866, -3.539)
H (2.003, -0.162, -2.179)
H (0.257, 0.261, -2.488)
H (0.714, -0.531, 0.041)
H (-0.335, 0.931, -0.288)
H (0.839, 1.887, 1.423)
H (2.052, 2.427, 0.175)
H (3.633, -0.071, -0.803)
H (6.678, -0.954, -0.121)
H (5.984, -1.221, 3.025)
O (1.217, -1.502, -5.049)
P (1.153, -3.044, -5.075)
N (2.837, -3.208, -5.224)
C (3.670, -3.281, -6.401)
C (3.624, -2.961, -4.027)
N (0.287, -3.086, -6.563)
C (0.773, -3.556, -7.845)
C (-0.620, -1.960, -6.815)
N (1.070, -4.807, -5.056)
C (2.075, -5.801, -5.371)
C (-0.276, -5.380, -5.001)
H (4.429, -4.063, -6.273)
H (4.176, -2.326, -6.599)
H (3.142, -3.556, -7.307)
H (3.537, -3.809, -3.335)
H (3.282, -2.060, -3.502)
H (4.691, -2.820, -4.235)
H (1.442, -2.829, -8.319)
H (-0.060, -3.727, -8.535)
H (1.271, -4.523, -7.776)
H (-0.071, -1.083, -7.186)
H (-1.153, -1.673, -5.906)
H (-1.383, -2.216, -7.554)
H (2.312, -5.833, -6.437)
H (1.745, -6.808, -5.093)
H (2.997, -5.651, -4.806)
H (-0.651, -5.609, -6.003)
H (-0.972, -4.684, -4.525)
H (-0.302, -6.296, -4.403)
O (-5.060, 2.093, 3.172)
P (-4.280, 1.333, 4.261)
N (-5.584, 1.294, 5.345)
C (-5.968, 2.224, 6.381)
C (-6.657, 0.358, 5.042)
N (-3.157, 2.620, 4.499)
C (-3.020, 3.455, 5.675)
C (-2.870, 3.451, 3.325)
N (-3.353, 0.408, 5.446)
C (-3.629, 0.112, 6.838)
C (-1.962, 0.135, 5.088)
H (-6.264, 1.674, 7.283)
H (-6.805, 2.861, 6.064)
H (-5.172, 2.882, 6.709)
H (-6.344, -0.666, 5.281)
H (-6.928, 0.389, 3.981)
H (-7.575, 0.557, 5.607)
H (-3.811, 4.210, 5.734)
H (-2.063, 3.990, 5.661)
H (-2.993, 2.877, 6.598)
H (-3.658, 4.200, 3.166)
H (-2.786, 2.842, 2.422)
H (-1.919, 3.982, 3.430)
H (-3.550, 0.995, 7.477)
H (-2.929, -0.629, 7.237)
H (-4.613, -0.340, 6.976)
H (-1.290, 0.893, 5.501)
H (-1.840, 0.125, 4.001)
H (-1.637, -0.848, 5.443)

Properties
E_tot: -87918.698 eV
max |F|: 9.14 eV/Å
gap between HOMO and LUMO: 3.6 eV
E_HOMO: -9.274 eV
total charge: +1

Entry 6:
C5H10N2O | wB97M-V/def2-TZVPD

Cartesian coordinates (Å):
C (-0.156, 1.583, 0.400)
C (-0.108, 2.203, -0.775)
C (-2.335, 1.170, 0.948)
N (-1.175, 0.698, 0.792)
H (0.661, 1.724, 1.099)
H (-0.833, 1.963, -1.541)
H (0.705, 2.879, -0.988)
H (-3.140, 0.498, 1.230)
H (-2.545, 2.232, 0.797)
C (1.550, -1.211, 0.639)
C (1.089, -1.445, -0.785)
N (0.050, -2.328, -0.918)
O (1.612, -0.936, -1.755)
H (0.697, -0.983, 1.272)
H (2.276, -0.404, 0.601)
H (2.047, -2.116, 0.994)
H (-0.177, -2.607, -1.858)
H (-0.221, -2.918, -0.152)

Properties
SMILES: CC(N)=O.C=CN=C
E_tot: -10373.885 eV
max |F|: 0.61 eV/Å
energy above the lowest of the compared OMol25 structures with the same formula, charge and spin: 32.75 kcal/mol
gap between HOMO and LUMO: 10.1 eV
E_HOMO: -9.154 eV
total charge: 0

Entry 7:
C30H39N7O8PSeSiSn | wB97M-V/def2-TZVPD

Cartesian coordinates (Å):
Sn (-1.859, -0.447, -0.344)
O (-1.596, -2.787, -1.741)
C (-2.825, -3.501, -1.848)
C (-3.409, -3.602, -0.450)
N (-3.859, -2.323, 0.122)
C (-5.070, -1.824, -0.522)
C (-4.773, -0.952, -1.735)
O (-5.552, -0.970, -2.682)
O (-3.725, -0.214, -1.608)
C (-4.012, -2.457, 1.571)
C (-2.707, -2.244, 2.334)
O (-2.477, -2.970, 3.305)
O (-2.004, -1.252, 1.921)
H (-1.147, -2.642, -2.602)
H (-2.633, -4.510, -2.215)
H (-3.510, -3.007, -2.538)
H (-2.626, -3.990, 0.206)
H (-4.236, -4.323, -0.471)
H (-5.584, -1.160, 0.177)
H (-5.766, -2.619, -0.805)
H (-4.446, -3.417, 1.862)
H (-4.675, -1.664, 1.920)
C (-4.188, 0.829, 3.952)
C (-4.184, 1.042, 2.582)
N (-3.086, 1.428, 1.943)
C (-1.972, 1.558, 2.660)
C (-1.958, 1.218, 4.009)
N (-3.066, 0.889, 4.663)
C (-0.774, 2.092, 1.947)
C (0.246, 2.747, 2.621)
C (1.281, 3.329, 1.897)
C (1.227, 3.238, 0.513)
C (0.192, 2.534, -0.092)
N (-0.777, 1.974, 0.622)
C (0.046, 2.408, -1.572)
C (0.931, 2.955, -2.484)
N (0.675, 2.970, -3.794)
C (-0.425, 2.355, -4.198)
C (-1.254, 1.687, -3.301)
N (-1.037, 1.757, -2.000)
C (2.398, 4.045, 2.581)
C (2.302, 4.463, 3.904)
C (3.374, 5.107, 4.500)
N (4.522, 5.372, 3.877)
C (4.611, 4.977, 2.607)
C (3.597, 4.318, 1.930)
H (-5.101, 0.600, 4.490)
H (-5.076, 0.907, 1.979)
H (-1.030, 1.173, 4.570)
H (0.225, 2.797, 3.701)
H (1.969, 3.726, -0.104)
H (1.868, 3.408, -2.178)
H (-0.647, 2.384, -5.258)
H (-2.111, 1.102, -3.623)
H (1.401, 4.311, 4.482)
H (3.308, 5.427, 5.535)
H (5.548, 5.192, 2.103)
H (3.767, 4.007, 0.908)
C (3.872, -2.268, -3.316)
Si (2.808, -0.820, -3.883)
C (2.900, -0.756, -5.766)
C (3.637, 0.747, -3.236)
Se (0.690, -1.015, -3.254)
H (4.905, -2.177, -3.681)
H (3.456, -3.208, -3.695)
H (3.894, -2.327, -2.220)
H (3.924, -0.894, -6.144)
H (2.521, 0.205, -6.133)
H (2.265, -1.546, -6.178)
H (4.697, 0.775, -3.526)
H (3.580, 0.797, -2.143)
H (3.144, 1.634, -3.647)
C (0.923, -2.416, 3.539)
O (1.474, -2.839, 2.281)
P (0.728, -2.401, 0.888)
O (1.878, -3.027, -0.075)
C (1.557, -4.064, -1.002)
O (1.110, -0.810, 0.813)
C (2.468, -0.376, 0.693)
H (1.476, -2.943, 4.315)
H (-0.139, -2.645, 3.619)
H (1.060, -1.336, 3.673)
H (0.482, -4.262, -1.020)
H (2.090, -4.971, -0.715)
H (1.862, -3.747, -1.995)
H (2.533, 0.628, 1.114)
H (2.747, -0.353, -0.362)
H (3.148, -1.039, 1.228)

Properties
E_tot: -146904.246 eV
max |F|: 0.86 eV/Å
gap between HOMO and LUMO: 5.5 eV
E_HOMO: -4.329 eV
total charge: -1

Entry 8:
C15H22N2O4 | wB97M-V/def2-TZVPD

Cartesian coordinates (Å):
C (-0.489, -1.555, -1.382)
C (0.232, -0.518, -0.465)
C (-1.815, -0.975, -1.880)
C (-2.655, -0.346, -0.768)
C (-3.877, -0.971, -0.398)
C (-2.566, 0.972, -0.443)
C (-4.777, -0.285, 0.449)
C (-3.540, 1.726, 0.292)
C (-4.741, 1.107, 0.608)
C (1.934, 1.184, -0.098)
C (1.956, 2.472, -0.857)
C (3.394, 0.792, 0.267)
C (3.530, -0.550, 1.203)
C (3.350, -1.779, 0.302)
C (2.605, -0.499, 2.388)
H (-1.037, -2.739, 0.255)
H (0.347, -3.351, -0.613)
H (0.172, -1.769, -2.267)
H (-2.424, -1.775, -2.262)
H (-1.736, -0.391, -2.761)
H (-3.814, -2.050, -0.237)
H (-1.589, 1.312, -0.697)
H (-5.679, -0.673, 0.910)
H (-3.298, 2.816, 0.587)
H (-5.608, 2.678, 1.324)
H (1.212, 0.498, -1.977)
H (1.305, 1.377, 0.813)
H (3.692, 0.513, -0.784)
H (3.735, 1.712, 0.725)
H (4.512, -0.605, 1.568)
H (3.426, -2.686, 0.847)
H (2.303, -1.737, -0.072)
H (4.157, -1.730, -0.489)
H (1.454, -0.502, 2.235)
H (2.771, 0.565, 2.877)
H (2.869, -1.266, 3.157)
H (1.998, 4.264, -0.666)
N (-0.519, -2.798, -0.685)
N (1.181, 0.248, -0.976)
O (-0.167, -0.546, 0.691)
O (-5.738, 1.734, 1.360)
O (1.648, 2.639, -1.981)
O (2.287, 3.488, -0.100)

Properties
SMILES: CC(C)C[C@H](NC(=O)[C@@H](N)Cc1ccc(O)cc1)C(=O)O
E_tot: -27080.789 eV
max |F|: 3.39 eV/Å
energy above the lowest of the compared OMol25 structures with the same formula, charge and spin: 75.87 kcal/mol
gap between HOMO and LUMO: 8.8 eV
E_HOMO: -8.362 eV
total charge: 0